{"formula": "C3H10O3P2", "method": "wB97M-V/def2-TZVPD", "species": ["C", "C", "C", "O", "O", "O", "P", "P", "H", "H", "H", "H", "H", "H", "H", "H", "H", "H"], "coordinates": [[0.12040, -0.24140, -0.21606], [-2.01872, -0.79223, -1.44216], [-0.54049, -1.09162, -0.94973], [1.35541, -0.44247, 0.32694], [-2.28903, -1.35694, -2.69754], [-0.16237, -2.31423, -1.32366], [1.30670, 1.31532, 2.95306], [1.92496, 2.80580, 1.61994], [-0.21934, 0.74269, -0.09517], [2.32956, 1.92100, 0.65380], [-2.71585, -1.47601, -0.74996], [-2.28505, 0.23960, -1.40729], [1.54989, -1.33614, 0.12539], [-1.78616, -1.02066, -3.43181], [-0.58947, -2.52903, -2.16253], [0.05935, 0.92331, 2.45426], [0.67878, 2.04332, 3.96081], [3.28144, 2.60969, 2.38170]], "forces_ev_per_angstrom": [[1.18, 0.17, 0.20], [0.34, -2.61, 2.17], [-3.75, 0.83, -1.79], [-0.32, 0.93, 0.15], [-0.31, -0.94, -0.34], [1.29, -1.28, 0.24], [-0.45, -2.58, 1.31], [2.18, 1.88, 0.91], [-0.67, 1.07, 0.37], [0.26, -0.78, -0.62], [1.35, 1.88, -1.22], [-0.15, 0.78, 0.30], [0.84, -1.56, -0.11], [0.44, 0.74, -0.19], [-0.25, -0.04, 0.11], [-0.28, 0.03, -0.36], [-0.04, 0.72, 0.22], [-1.64, 0.76, -1.36]], "gap_ha": 0.3243, "smiles": "O/C=C(\\O)CO.[PH2]#[PH2]", "de_lowest_kj_mol": 661.1, "e_lumo_ev": 0.48, "total_charge": 0}

***

{"formula": "C5H12N3OP", "method": "wB97M-V/def2-TZVPD", "species": ["C", "C", "C", "C", "C", "N", "N", "N", "O", "P", "H", "H", "H", "H", "H", "H", "H", "H", "H", "H", "H", "H"], "coordinates": [[-2.36570, -1.07758, -0.99476], [-1.87172, -2.25722, -0.26023], [0.86018, 1.66928, 1.67734], [0.29658, 0.84752, 2.82731], [1.84736, 1.05087, -1.68251], [-0.99848, -1.46070, -1.11815], [-0.22718, 0.73520, 1.48357], [0.75231, 0.13723, -1.80623], [1.29264, -1.77053, 0.01434], [0.32452, -0.79657, -0.49162], [-3.07827, -1.10778, -1.84517], [-2.33254, -0.24059, -0.44362], [-1.78991, -2.32273, 0.80182], [-2.11373, -3.20760, -0.71869], [0.50617, 2.64926, 1.45380], [1.83918, 1.32133, 1.53808], [0.79233, 0.15895, 3.47113], [-0.44307, 1.40215, 3.47683], [2.56803, 1.06576, -2.63211], [1.64883, 2.07279, -1.51639], [2.42979, 0.78025, -0.78000], [0.06268, 0.35070, -2.45473]], "forces_ev_per_angstrom": [[-0.86, -1.18, -1.12], [-0.74, -0.91, -1.31], [-1.42, -1.29, 1.32], [-2.17, 2.26, 0.23], [3.13, -0.50, -1.26], [-0.29, -1.89, -0.39], [0.03, -1.92, -2.62], [1.15, -0.19, 2.27], [0.34, 0.22, 0.18], [1.06, 1.38, 1.34], [0.89, -0.23, 0.48], [-1.21, 3.14, 2.02], [0.35, 0.59, 0.53], [0.07, -0.09, 0.04], [0.63, 0.97, 0.25], [1.46, 0.12, -0.93], [1.02, -0.83, -0.43], [0.55, -0.63, -0.69], [-1.46, -0.47, 1.97], [-1.06, 1.27, 0.09], [0.01, -0.19, -0.74], [-1.46, 0.37, -1.22]], "gap_ha": [0.2852, 0.2850], "de_lowest_kj_mol": 245.0, "e_lumo_ev": [-0.02, -0.02], "total_charge": 0}

***

{"formula": "C44H108Br3F3N6O9Zr", "method": "wB97M-V/def2-TZVPD", "species": ["Zr", "C", "O", "O", "C", "F", "F", "F", "C", "C", "H", "H", "H", "H", "H", "H", "C", "C", "C", "O", "H", "H", "H", "H", "H", "H", "H", "C", "Br", "Br", "Br", "H", "C", "C", "C", "C", "C", "C", "H", "H", "H", "H", "H", "H", "H", "H", "H", "H", "H", "H", "H", "H", "C", "C", "C", "C", "C", "C", "H", "H", "H", "H", "H", "H", "H", "H", "H", "H", "H", "H", "H", "H", "C", "C", "C", "O", "C", "N", "H", "H", "H", "H", "H", "H", "H", "H", "H", "H", "H", "C", "C", "C", "O", "C", "N", "H", "H", "H", "H", "H", "H", "H", "H", "H", "H", "H", "C", "C", "C", "O", "C", "N", "H", "H", "H", "H", "H", "H", "H", "H", "H", "H", "H", "C", "C", "C", "O", "C", "N", "H", "H", "H", "H", "H", "H", "H", "H", "H", "H", "H", "C", "C", "C", "O", "C", "N", "H", "H", "H", "H", "H", "H", "H", "H", "H", "H", "H", "C", "C", "C", "O", "C", "N", "H", "H", "H", "H", "H", "H", "H", "H", "H", "H", "H"], "coordinates": [[-0.53420, -0.44059, -4.13403], [-0.95489, -4.02504, -3.75751], [-2.34694, -3.91615, -3.80560], [-0.53530, -2.67496, -3.97733], [-0.42739, -4.80772, -2.44404], [0.90021, -4.73366, -2.24529], [-0.94702, -4.19315, -1.39005], [-0.77103, -6.04195, -2.37807], [-3.05645, -5.15334, -4.20365], [-4.57316, -4.90524, -4.28436], [-4.80904, -4.05051, -4.91832], [-5.09200, -5.80128, -4.62497], [-4.75894, -4.65381, -3.24016], [-2.95241, -5.95682, -3.47447], [-2.70520, -5.39838, -5.20599], [-0.60894, -4.56677, -4.63782], [1.30887, 0.03746, 0.15894], [0.14709, -0.61967, -0.60416], [-1.19354, -0.51081, 0.09454], [0.12760, -0.26120, -1.97018], [2.16979, -0.16145, -0.47932], [1.49575, -0.45704, 1.11216], [1.26864, 1.09688, 0.41213], [0.40119, -1.67580, -0.51399], [-1.16243, -0.73651, 1.16047], [-1.99669, -1.15106, -0.27032], [-1.50508, 0.52318, -0.05349], [-0.31848, 3.04108, 2.53771], [1.51819, 3.86391, 2.31259], [-1.65857, 4.15111, 1.56999], [-0.87126, 2.88833, 4.40831], [-0.30834, 2.02770, 2.13638], [3.48474, 1.44635, 3.82095], [4.51952, 2.23995, 3.05037], [5.92710, 1.56955, 2.96996], [5.92177, 0.24429, 2.20658], [5.50940, 0.38268, 0.74985], [5.46184, -0.95347, 0.14693], [2.69865, 2.15763, 4.07441], [3.78872, 0.98769, 4.76187], [3.07153, 0.61750, 3.24617], [4.14891, 2.52937, 2.06701], [4.66604, 3.17224, 3.59578], [6.39450, 1.44071, 3.94619], [6.64004, 2.25264, 2.50822], [6.87453, -0.25414, 2.38519], [5.23031, -0.46515, 2.66118], [4.58081, 0.93197, 0.59462], [6.27008, 1.01670, 0.29435], [4.77245, -1.61074, 0.67687], [5.25209, -0.87484, -0.91981], [6.45287, -1.38530, 0.28645], [-1.86258, -5.36175, 1.59296], [-0.81982, -4.92170, 2.59695], [-1.06152, -3.50474, 2.97137], [0.08675, -2.85672, 3.92349], [-0.23157, -1.41714, 4.39638], [0.84154, -1.00905, 5.40173], [-2.12575, -4.54468, 0.92122], [-2.83632, -5.61452, 2.01254], [-1.54935, -6.17217, 0.93479], [-0.86840, -5.49215, 3.52449], [0.21304, -5.02248, 2.26358], [-2.01909, -3.33868, 3.46492], [-1.05009, -2.84139, 2.10654], [0.13538, -3.42571, 4.85192], [0.99527, -2.91949, 3.32453], [-0.25570, -0.71714, 3.56119], [-1.17311, -1.32895, 4.93843], [0.60691, -1.33110, 6.41629], [1.84485, -1.28977, 5.08131], [0.75206, 0.07693, 5.42903], [3.00680, -2.14260, -3.28991], [2.76517, -0.79584, -3.81423], [4.03319, -0.14608, -4.38243], [3.63570, 1.13050, -4.83691], [4.67036, 1.80869, -5.47512], [1.61416, -0.89661, -4.79617], [3.40468, -2.82038, -4.04517], [2.09657, -2.61454, -2.91997], [3.83307, -2.09396, -2.58068], [2.46342, -0.16161, -2.98068], [4.48934, -0.65822, -5.22963], [4.71613, -0.14186, -3.53292], [5.33238, 2.23917, -4.72378], [4.21652, 2.61408, -6.05261], [5.23885, 1.21690, -6.19254], [1.86453, -0.14524, -5.42295], [1.87703, -1.69751, -5.35256], [4.94453, -3.17946, 4.48018], [4.21367, -4.20746, 3.65817], [3.67281, -3.65026, 2.29827], [2.90526, -4.57110, 1.55289], [2.12466, -3.86906, 0.54142], [5.08463, -5.37181, 3.43675], [5.86599, -2.89347, 3.97300], [5.11884, -3.56454, 5.48488], [4.49895, -2.18977, 4.58050], [3.35780, -4.44821, 4.28875], [4.53019, -3.46764, 1.65046], [3.19088, -2.68292, 2.43998], [2.75455, -3.35353, -0.18355], [1.37921, -3.21376, 0.99198], [1.47572, -4.58987, 0.04402], [5.89370, -5.07778, 2.90851], [4.67645, -6.09795, 2.86561], [1.85756, 3.38629, -1.74928], [2.95803, 4.14304, -2.52109], [4.33759, 3.43990, -2.24055], [4.71125, 3.32143, -0.84031], [4.93019, 4.54081, -0.11884], [2.66336, 3.95572, -3.94429], [2.07733, 2.31885, -1.72990], [0.84359, 3.67130, -2.02985], [1.81359, 3.87820, -0.77758], [2.91308, 5.21176, -2.31150], [5.11040, 4.01358, -2.75218], [4.35651, 2.43170, -2.65440], [4.09313, 5.21759, -0.29036], [5.86232, 5.00131, -0.44621], [5.03737, 4.20463, 0.91247], [2.94170, 3.03369, -4.24841], [3.23534, 4.49384, -4.57939], [-4.68352, -1.35922, -4.51870], [-3.86929, -0.16501, -3.94285], [-4.52115, 0.54903, -2.78086], [-4.32778, -0.12667, -1.53427], [-5.05094, 0.26591, -0.43755], [-2.61131, -0.70872, -3.41963], [-5.65512, -1.02169, -4.87949], [-5.00812, -2.14806, -3.84012], [-4.22194, -1.80599, -5.39929], [-3.72323, 0.61770, -4.68725], [-5.58942, 0.57740, -2.99556], [-4.05442, 1.53364, -2.75228], [-6.08286, 0.13639, -0.76383], [-4.90618, 1.31247, -0.16948], [-4.93916, -0.44064, 0.38489], [-2.98075, -1.64559, -3.34297], [-2.81789, -0.46677, -2.46105], [-6.79299, 2.15517, 2.39287], [-5.86311, 2.63623, 3.47558], [-4.39568, 2.13043, 3.49996], [-4.55520, 0.69806, 3.63780], [-3.32608, 0.01189, 3.86642], [-6.04682, 4.09576, 3.50761], [-6.68281, 1.07123, 2.36064], [-6.59530, 2.60810, 1.42134], [-7.82629, 2.49826, 2.44475], [-6.20885, 2.32860, 4.46246], [-3.85944, 2.52232, 4.36423], [-3.83519, 2.38399, 2.60015], [-2.97383, 0.21281, 4.87818], [-2.56479, 0.19557, 3.10826], [-3.56286, -1.05202, 3.85433], [-5.43863, 4.55334, 4.17155], [-6.96014, 4.17538, 3.93141], [-5.63100, 6.46580, -1.41642], [-5.76404, 5.35057, -0.43697], [-4.79854, 4.12850, -0.71408], [-3.47601, 4.50342, -0.84920], [-2.55318, 3.62806, -1.51653], [-5.63669, 5.99907, 0.83807], [-4.60401, 6.83090, -1.40710], [-6.31668, 7.30695, -1.31430], [-5.75731, 6.00563, -2.39641], [-6.76927, 4.93071, -0.40044], [-5.15599, 3.53035, -1.55226], [-4.94009, 3.44847, 0.12593], [-1.54683, 4.04661, -1.50279], [-2.79818, 3.54529, -2.57541], [-2.53549, 2.68519, -0.96993], [-4.66328, 6.26457, 0.88361], [-5.74957, 5.32041, 1.57751]], "forces_ev_per_angstrom": [[2.09, -6.20, 7.86], [-0.52, 0.67, -1.01], [-0.71, -1.33, 0.63], [0.85, 3.30, 0.07], [0.39, 3.13, 0.17], [0.26, 0.06, -1.06], [-0.77, 0.72, 0.78], [-0.63, -1.81, -0.79], [-0.68, 0.44, -0.84], [1.44, 0.74, 0.74], [-0.06, -0.24, -0.07], [0.04, 0.11, 0.23], [-1.05, -0.05, -0.07], [0.65, 0.09, -0.16], [0.44, -0.39, 0.16], [0.24, -0.38, -0.01], [0.19, 0.04, -0.57], [0.09, -1.33, 1.75], [-0.55, 0.98, -0.42], [-1.58, 0.68, -5.53], [0.41, 0.30, 0.23], [-0.21, -0.38, -0.07], [-0.35, 0.19, -0.48], [0.16, -0.41, -0.64], [0.49, 0.15, 0.02], [0.20, -0.18, -0.46], [-0.39, 0.23, 0.34], [0.07, 1.15, 0.23], [-1.62, -0.62, 0.09], [0.90, -0.82, 0.44], [0.58, 0.06, -0.69], [0.10, 0.38, -0.09], [-0.56, -0.05, 0.01], [1.54, -0.18, 0.89], [-0.48, 0.10, -0.36], [-0.68, 0.38, 0.84], [0.79, 1.27, 0.82], [0.51, -0.90, -0.62], [-0.31, -0.43, 0.04], [0.56, 0.24, 0.02], [-0.22, 0.01, -0.24], [0.01, -0.24, -0.09], [0.01, 0.23, -0.01], [-0.52, -0.17, 0.36], [-0.08, 0.16, -0.47], [0.33, 0.07, -0.68], [-0.38, 0.04, 0.37], [-0.19, 0.01, 0.39], [0.06, -0.01, -0.44], [-0.25, 0.04, -0.30], [-0.16, -0.42, -0.17], [0.03, -0.36, -0.33], [-0.38, -0.18, -0.82], [-0.08, -0.21, 0.46], [1.56, 2.41, 1.74], [-2.71, -0.40, -0.80], [0.89, -1.13, 0.02], [-0.53, 1.23, -0.27], [0.28, 0.28, -0.15], [0.19, -0.27, 0.42], [0.04, -0.22, 0.22], [-0.07, -0.36, -0.07], [-0.01, -0.15, -0.37], [-0.19, -0.21, 0.01], [-0.18, -0.05, -0.46], [0.44, -0.43, -0.20], [0.34, 0.12, 0.45], [0.00, 0.12, -0.18], [-0.28, -0.34, -0.36], [0.24, -0.41, -0.14], [0.01, -0.02, 0.19], [0.58, 0.24, 0.29], [0.76, -1.48, 0.21], [0.27, 0.59, 0.54], [-1.29, -0.06, -0.10], [-0.64, -0.96, 0.24], [0.61, 1.29, -0.60], [0.52, 1.16, -0.40], [-0.07, -0.03, -0.43], [0.19, 0.13, 0.47], [-0.39, -0.14, 0.53], [-0.32, 0.22, -0.16], [0.04, -0.51, 0.07], [0.37, 0.34, -0.04], [0.27, 0.02, -0.14], [0.06, 0.10, 0.10], [-0.01, -0.39, 0.14], [0.13, 0.95, -0.73], [-0.58, -0.77, -0.19], [0.80, 0.84, -0.37], [-0.97, -0.23, -1.16], [1.38, 0.00, 0.41], [-1.68, 0.72, -0.60], [-0.02, -1.37, 0.98], [-0.14, 0.25, 0.39], [0.56, -0.41, 0.23], [0.30, 0.00, -0.20], [-0.85, -0.18, 0.00], [-0.24, -0.70, -0.29], [0.57, 0.40, 0.17], [-0.54, 0.09, 0.12], [0.12, 0.13, 0.01], [0.30, 0.60, 0.36], [0.56, -0.32, -0.10], [0.31, 0.21, 0.09], [-0.53, 0.01, 0.10], [0.31, 1.81, 0.67], [-0.17, -1.96, -0.57], [0.14, 1.69, 1.71], [-0.59, -0.36, -1.07], [0.01, -0.90, -0.80], [0.02, 0.00, -1.02], [-0.34, 0.04, 0.25], [-0.01, -0.46, -1.03], [0.55, -0.91, 0.75], [0.29, -0.12, 0.13], [0.22, 0.13, -0.21], [-0.33, -0.09, 0.19], [0.01, 0.19, 0.40], [0.05, 0.20, -0.01], [-0.17, 0.43, 0.02], [-0.35, -0.51, 0.51], [0.09, 0.89, 0.26], [-0.87, 1.01, -0.69], [-1.86, -0.60, -0.89], [-1.19, 0.30, 0.91], [2.74, -1.12, -2.78], [-2.30, 0.41, 0.43], [-0.24, -0.21, -0.30], [0.03, 0.45, -0.15], [0.76, 0.12, 0.57], [0.33, -0.05, 0.16], [0.03, -0.16, -0.36], [-0.13, 0.57, 0.05], [-0.39, 0.37, 0.35], [-0.57, 0.37, 0.48], [0.26, -0.10, 0.27], [0.57, 0.25, -0.03], [1.39, -1.52, -0.12], [1.32, 0.32, 1.78], [0.43, -0.68, -0.70], [0.11, 1.03, 1.25], [-1.47, -0.82, -0.38], [0.90, 0.54, -0.46], [-1.07, -0.29, 0.35], [0.44, 0.34, -0.23], [-0.56, -0.06, -0.35], [0.93, -0.15, -0.21], [-0.14, -0.39, 1.06], [-0.28, -0.88, -0.08], [-0.08, 0.19, 0.11], [0.11, -0.05, -0.23], [0.39, 0.31, -0.05], [0.12, 0.33, -0.04], [-0.04, -0.04, -0.15], [0.36, -0.01, 0.16], [-0.30, 0.57, -0.18], [0.39, -0.55, -1.86], [-0.19, -0.22, 0.41], [-1.51, 0.02, 0.40], [1.92, 0.70, -0.58], [-0.94, 0.70, 0.66], [0.94, -0.56, 0.76], [0.03, 0.18, 0.14], [-0.03, -0.35, 0.31], [-0.11, 0.38, -0.50], [-0.16, -0.23, -0.58], [-0.08, 0.22, -0.72], [0.23, -0.10, 0.55], [-0.19, 0.28, 0.40], [-0.41, -0.35, -0.20], [0.06, -0.45, -0.29], [0.29, 0.57, 0.39], [-0.22, -0.14, 0.58]], "gap_ha": 0.1158, "e_lumo_ev": -8.89, "total_charge": 2}